Molecular formula: C48H44F6N2O4
Method: DFT, wB97M-V/def2-TZVPD

Calculated values
charge	0
ΔE to the lowest compared entry with this formula, charge and spin	10.19	kcal/mol
E_LUMO	-0.252	eV
HOMO energy	-8.9339	eV
orbital gap	8.68	eV
DFT total energy	-2865.00466	Ha
SMILES	CCOCCON1C(=O)c2ccc(N)cc2C1=O.Fc1ccccc1.Fc1ccccc1.Fc1ccccc1.Fc1ccccc1.Fc1ccccc1.Fc1ccccc1

Geometry as XYZ:
```
104
Properties=species:S:1:pos:R:3:lowdin_charge:R:1
C -5.05 1.99 2.43 -0.06
C -5.17 0.59 1.76 -0.24
O -4.86 0.69 0.38 -0.20
C -3.63 0.10 0.02 -0.17
C -2.89 0.98 -1.02 -0.12
O -1.50 1.13 -0.73 -0.10
N -1.19 2.50 -0.50 0.05
C 0.29 2.61 -0.39 -0.29
O 0.98 3.39 -0.98 0.17
C 0.60 1.58 0.69 -0.08
C 1.69 0.79 0.94 0.01
C 1.60 -0.06 2.03 -0.01
C 0.48 -0.12 2.83 -0.29
N 0.46 -1.06 3.92 0.08
C -0.62 0.70 2.59 0.03
C -0.53 1.54 1.53 -0.09
C -1.48 2.60 0.95 -0.28
O -2.23 3.36 1.50 0.14
H -5.89 2.25 3.08 0.07
H -4.88 2.72 1.63 0.07
H -4.14 2.02 3.03 0.06
H -6.21 0.27 1.89 0.11
H -4.53 -0.12 2.30 0.11
H -3.82 -0.88 -0.44 0.11
H -2.96 -0.08 0.88 0.11
H -2.99 0.45 -1.98 0.12
H -3.42 1.93 -1.14 0.14
H 2.56 0.86 0.31 0.11
H 2.46 -0.68 2.23 0.12
H 0.27 -1.97 3.52 0.09
H -0.33 -0.80 4.51 0.07
H -1.52 0.68 3.20 0.13
F 4.01 -0.57 0.21 0.03
C 5.24 -0.86 -0.27 -0.27
C 6.35 -0.35 0.37 -0.01
C 7.61 -0.65 -0.12 -0.08
C 7.75 -1.44 -1.25 -0.10
C 6.62 -1.94 -1.89 -0.08
C 5.36 -1.65 -1.40 -0.01
H 6.22 0.28 1.25 0.12
H 8.49 -0.26 0.38 0.10
H 8.73 -1.67 -1.63 0.10
H 6.73 -2.55 -2.77 0.11
H 4.47 -2.04 -1.88 0.12
F 9.17 -4.21 0.06 0.05
C 8.66 -5.32 -0.50 -0.29
C 8.99 -5.64 -1.80 -0.02
C 8.46 -6.79 -2.37 -0.08
C 7.60 -7.60 -1.64 -0.10
C 7.27 -7.26 -0.33 -0.08
C 7.81 -6.11 0.25 -0.01
H 9.66 -5.00 -2.36 0.12
H 8.72 -7.06 -3.38 0.10
H 7.19 -8.49 -2.08 0.10
H 6.60 -7.88 0.24 0.11
H 7.57 -5.84 1.27 0.12
F -6.16 -2.70 -4.28 0.05
C -6.48 -1.45 -3.86 -0.29
C -6.13 -1.06 -2.58 -0.02
C -6.45 0.22 -2.16 -0.06
C -7.12 1.09 -3.01 -0.09
C -7.47 0.68 -4.29 -0.10
C -7.14 -0.60 -4.73 -0.02
H -5.62 -1.76 -1.93 0.11
H -6.18 0.54 -1.16 0.09
H -7.38 2.08 -2.68 0.10
H -7.99 1.35 -4.96 0.10
H -7.39 -0.94 -5.72 0.12
F 12.92 -6.35 2.26 0.06
C 12.62 -5.08 2.61 -0.29
C 12.98 -4.62 3.86 -0.02
C 12.67 -3.32 4.22 -0.09
C 12.00 -2.50 3.32 -0.10
C 11.63 -2.97 2.07 -0.08
C 11.95 -4.27 1.71 -0.02
H 13.50 -5.28 4.54 0.12
H 12.96 -2.94 5.19 0.10
H 11.75 -1.48 3.61 0.10
H 11.10 -2.34 1.38 0.10
H 11.69 -4.66 0.73 0.11
F -4.05 4.86 3.88 0.05
C -3.61 6.05 3.42 -0.28
C -3.91 7.20 4.14 -0.02
C -3.46 8.42 3.67 -0.09
C -2.73 8.49 2.49 -0.10
C -2.45 7.33 1.78 -0.08
C -2.89 6.10 2.24 -0.01
H -4.48 7.12 5.05 0.11
H -3.68 9.32 4.22 0.10
H -2.39 9.45 2.12 0.10
H -1.88 7.39 0.85 0.11
H -2.67 5.18 1.71 0.08
F -9.54 2.56 -3.51 0.04
C -10.81 2.22 -3.80 -0.28
C -11.75 3.20 -3.98 -0.02
C -13.06 2.84 -4.28 -0.08
C -13.40 1.50 -4.38 -0.10
C -12.44 0.52 -4.19 -0.08
C -11.13 0.88 -3.90 -0.01
H -11.47 4.24 -3.89 0.12
H -13.81 3.60 -4.43 0.10
H -14.42 1.22 -4.61 0.10
H -12.70 -0.53 -4.26 0.11
H -10.36 0.13 -3.75 0.11
```

---

Molecular formula: C3H5N3O
Method: DFT, wB97M-V/def2-TZVPD

Calculated values
charge	0
ΔE to the lowest compared entry with this formula, charge and spin	40.67	kcal/mol
E_LUMO	0.726	eV
HOMO energy	-7.4531	eV
orbital gap	8.18	eV
DFT total energy	-356.79256	Ha
SMILES	Nc1c[nH]c(=O)[nH]1

Geometry as XYZ:
```
12
Properties=species:S:1:pos:R:3:nbo_charge:R:1
N 2.00 -0.03 0.14 -0.81
C 0.68 -0.11 -0.12 0.39
C 0.02 1.10 0.01 -0.37
N -1.33 0.72 0.21 -0.60
C -1.51 -0.62 0.07 0.75
O -2.51 -1.29 0.20 -0.64
N -0.21 -1.14 -0.23 -0.61
H 2.74 -0.58 -0.25 0.40
H 1.96 0.97 0.44 0.43
H 0.24 1.78 -0.81 0.22
H -2.05 1.33 0.54 0.42
H -0.04 -2.13 -0.20 0.42
```

---

Molecular formula: C6H11NO
Method: DFT, wB97M-V/def2-TZVPD

Calculated values
charge	0
ΔE to the lowest compared entry with this formula, charge and spin	90.59	kcal/mol
E_LUMO	0.740	eV
HOMO energy	-7.6664	eV
orbital gap	8.41	eV
DFT total energy	-365.08710	Ha
SMILES	C=C(C)O.CC=C=N

Geometry as XYZ:
```
19
Properties=species:S:1:pos:R:3:nbo_charge:R:1
C -0.06 1.43 1.24 -0.53
C 0.68 0.93 0.22 0.37
C 2.16 0.71 0.39 -0.67
O 0.43 1.46 -1.12 -0.75
H -1.07 1.79 1.08 0.19
H 0.24 1.22 2.25 0.21
H 2.36 0.12 1.28 0.22
H 2.57 0.19 -0.48 0.22
H 2.70 1.66 0.42 0.23
H -0.27 2.13 -1.06 0.48
C -2.18 -1.25 0.28 -0.61
C -0.69 -1.25 0.00 -0.44
C -0.29 -1.25 -1.29 0.46
N 0.32 -1.48 -2.31 -0.63
H -2.37 -0.87 1.29 0.21
H -2.60 -2.25 0.26 0.21
H -2.71 -0.61 -0.43 0.21
H -0.15 -1.93 0.65 0.24
H 0.93 -0.76 -2.68 0.38
```

---

Molecular formula: C28H29EuF4N5S2
Method: DFT, wB97M-V/def2-TZVPD

Calculated values
spin multiplicity	8
charge	-2
ΔE to the lowest compared entry with this formula, charge and spin	0.00	kcal/mol
E_LUMO (spin up / spin down)	4.022 / 4.019	eV
⟨S²⟩	15.7609
HOMO energy (spin up / spin down)	0.8062 / 0.4332	eV
orbital gap (spin up / spin down)	3.22 / 3.59	eV
DFT total energy	-3264.32533	Ha

Geometry as XYZ:
```
69
Properties=species:S:1:pos:R:3:lowdin_charge:R:1
Eu -0.45 0.36 -0.53 1.35
C 2.24 -1.83 -1.85 -0.14
N 2.06 -0.43 -1.51 -0.33
C 2.26 0.41 -2.68 -0.13
C 2.99 -0.05 -0.44 -0.23
C 2.58 -0.52 0.95 -0.26
N 1.29 0.05 1.24 -0.09
C 0.83 0.13 2.49 -0.23
C -0.38 0.85 2.74 -0.18
F -1.00 1.42 1.68 -0.01
C -0.92 1.05 3.97 -0.24
F -2.06 1.78 4.07 0.06
C -0.35 0.53 5.13 0.01
C 0.80 -0.20 4.93 -0.24
F 1.42 -0.77 6.00 0.04
C 1.38 -0.40 3.69 -0.15
F 2.50 -1.18 3.65 0.03
H 3.27 -2.03 -2.20 0.08
H 1.55 -2.11 -2.65 0.05
H 2.03 -2.46 -0.99 0.08
H 3.30 0.31 -3.06 0.08
H 2.05 1.45 -2.43 0.06
H 1.56 0.13 -3.46 0.07
H 3.03 1.04 -0.42 0.11
H 4.01 -0.43 -0.68 0.11
H 3.37 -0.18 1.64 0.11
H 2.59 -1.62 0.99 0.10
H -0.79 0.66 6.11 0.11
S -1.72 -2.36 1.31 0.38
C -2.99 -1.42 0.62 -1.20
N -2.87 -0.32 -0.08 -0.12
C -4.09 0.16 -0.55 -0.32
C -4.23 1.28 -1.37 -0.01
C -5.50 1.65 -1.77 -0.11
C -6.63 0.91 -1.39 -0.13
C -6.49 -0.21 -0.59 -0.13
C -5.21 -0.59 -0.18 -0.51
S -4.68 -1.94 0.78 0.93
H -3.33 1.81 -1.69 0.09
H -5.62 2.51 -2.41 0.09
H -7.61 1.22 -1.72 0.08
H -7.36 -0.79 -0.30 0.09
N -0.66 1.79 -2.12 -0.28
C -0.35 3.04 -1.84 -0.57
C 0.54 3.42 -0.73 -0.13
C 0.85 4.73 -0.41 -0.19
C 0.36 5.82 -1.16 -0.21
C -0.47 5.50 -2.26 -0.20
C -0.80 4.21 -2.59 -0.12
H 0.99 2.63 -0.12 0.04
H 1.50 4.92 0.44 0.07
H 0.62 6.84 -0.90 0.05
H -0.85 6.32 -2.87 0.07
H -1.44 4.00 -3.45 0.06
C -3.16 -2.66 -4.45 -0.05
C -2.47 -3.38 -3.29 -0.58
C -1.66 -4.57 -3.79 -0.06
C -3.49 -3.83 -2.24 -0.05
C -1.55 -2.42 -2.61 -0.12
N -0.92 -1.68 -2.00 0.14
H -3.84 -3.37 -4.94 0.08
H -2.44 -2.30 -5.18 0.09
H -3.74 -1.81 -4.09 0.09
H -2.34 -5.27 -4.28 0.08
H -1.16 -5.09 -2.97 0.09
H -0.91 -4.27 -4.52 0.08
H -4.18 -4.54 -2.71 0.09
H -4.07 -2.98 -1.87 0.06
H -3.01 -4.30 -1.38 0.09
```

---

Molecular formula: C24H69ClN3O20P
Method: DFT, wB97M-V/def2-TZVPD

Calculated values
charge	0
E_LUMO	0.004	eV
HOMO energy	-9.5310	eV
orbital gap	9.54	eV
DFT total energy	-3426.43195	Ha

Geometry as XYZ:
```
118
Properties=species:S:1:pos:R:3:lowdin_charge:R:1
C -2.00 3.09 1.55 0.19
C -1.25 2.39 0.91 -0.10
C -0.31 1.48 0.12 -0.22
C -0.28 2.33 -1.17 -0.10
C 0.76 2.05 -2.25 -0.13
C 0.37 2.89 -3.45 -0.51
N 0.57 2.37 -4.71 0.17
O -0.14 3.98 -3.31 0.05
C 0.88 1.40 1.18 -0.23
C 2.15 0.53 1.00 -0.48
Cl 3.04 0.75 -0.54 0.83
C 2.01 -0.99 1.30 -0.24
C 3.21 -1.81 0.78 -0.12
N 1.11 2.81 1.55 -0.03
C 1.33 2.98 3.01 -0.04
C 2.25 3.39 0.88 -0.44
C 3.69 3.24 1.32 -0.05
O 2.03 4.11 -0.07 0.09
C 0.06 0.53 2.20 -0.42
O 0.22 0.35 3.37 0.16
O -0.89 -0.20 1.56 0.03
C -1.16 0.18 0.17 -0.31
C -2.71 0.37 0.21 -0.12
C -3.59 -0.86 -0.10 -0.21
C -3.63 -1.88 1.05 -0.20
C -4.60 -3.02 0.76 -0.20
C -4.11 -3.95 -0.36 -0.21
C -3.10 -4.99 0.15 -0.20
C -2.36 -5.60 -1.06 -0.20
C -1.56 -6.88 -0.67 -0.24
C -0.05 -6.63 -0.68 -0.11
P -0.71 -1.07 -1.12 0.57
N -1.40 -0.70 -2.45 -0.10
O -1.08 -2.54 -0.65 -0.11
O 0.87 -1.12 -1.36 -0.18
H -2.69 3.69 2.07 0.05
H -1.26 2.20 -1.62 0.11
H -0.26 3.37 -0.88 0.10
H 0.82 1.03 -2.60 0.09
H 1.72 2.45 -1.95 0.05
H 0.33 3.04 -5.42 0.11
H 1.50 1.98 -4.84 0.10
H 2.84 0.87 1.77 0.11
H 2.02 -1.18 2.37 0.12
H 1.14 -1.45 0.86 0.07
H 4.16 -1.35 1.02 0.06
H 3.18 -2.74 1.34 0.08
H 3.10 -2.08 -0.26 0.06
H 1.94 2.20 3.46 0.09
H 1.70 3.97 3.20 0.08
H 0.36 2.93 3.49 0.09
H 4.23 4.12 0.97 0.08
H 4.19 2.38 0.88 0.04
H 3.84 3.21 2.39 0.08
H -3.00 1.14 -0.50 0.12
H -3.01 0.63 1.21 0.12
H -4.60 -0.47 -0.12 0.12
H -3.44 -1.31 -1.06 0.05
H -4.07 -1.32 1.89 0.11
H -2.64 -2.21 1.37 0.09
H -4.84 -3.54 1.68 0.11
H -5.53 -2.57 0.41 0.09
H -3.67 -3.39 -1.18 0.10
H -4.97 -4.49 -0.76 0.07
H -3.66 -5.74 0.71 0.09
H -2.43 -4.49 0.85 0.10
H -3.11 -5.82 -1.81 0.09
H -1.63 -4.89 -1.44 0.08
H -1.89 -7.16 0.33 0.08
H -1.76 -7.68 -1.38 0.10
H 0.32 -6.75 -1.70 0.07
H 0.45 -7.40 -0.10 0.06
H 0.21 -5.66 -0.27 0.06
H -1.98 0.12 -2.34 -0.01
H -0.73 -2.72 0.24 0.09
H 1.07 -1.54 -2.21 0.11
O -4.45 -0.40 -2.98 -0.06
H -4.80 0.39 -3.39 0.04
H -3.56 -0.49 -3.36 0.01
O 4.27 4.58 -1.91 -0.02
H 3.50 4.46 -1.32 0.03
H 3.99 5.25 -2.54 0.08
O -7.32 -4.10 -0.60 -0.04
H -8.16 -4.17 -0.14 0.05
H -7.51 -3.52 -1.35 0.05
O 3.24 5.75 3.02 -0.05
H 3.28 5.78 2.06 0.04
H 2.83 6.59 3.27 0.06
O 1.03 1.76 6.33 -0.05
H 0.84 2.68 6.11 0.03
H 0.97 1.29 5.49 0.00
O -3.29 3.76 -2.47 -0.06
H -3.69 4.57 -2.80 0.04
H -2.41 3.74 -2.86 0.00
O 4.84 7.33 4.51 -0.07
H 5.76 7.53 4.30 0.04
H 4.81 6.37 4.56 0.02
O 6.37 2.68 2.22 -0.06
H 7.21 2.31 2.52 0.04
H 6.58 3.06 1.36 0.05
O -5.50 -6.96 -2.01 -0.05
H -5.61 -6.58 -2.88 0.04
H -6.01 -6.38 -1.43 0.01
O 4.17 2.56 -3.24 -0.08
H 3.54 2.22 -2.60 -0.04
H 4.40 3.43 -2.87 -0.04
O -0.68 6.26 -1.08 -0.06
H -0.23 5.84 -1.83 0.01
H -0.36 5.77 -0.32 0.02
O 5.41 -0.21 -3.08 -0.08
H 5.21 0.72 -3.23 -0.01
H 5.39 -0.60 -3.96 0.03
O -3.81 -7.90 1.57 -0.06
H -4.07 -8.02 0.65 0.04
H -4.62 -7.65 2.02 0.04
O 7.32 -0.10 1.82 -0.06
H 7.00 -0.13 0.91 0.04
H 6.56 0.17 2.34 0.02
```

---

Molecular formula: C28H54N6O17P4
Method: DFT, wB97M-V/def2-TZVPD

Calculated values
charge	0
E_LUMO	-2.244	eV
HOMO energy	-8.8664	eV
orbital gap	6.62	eV
DFT total energy	-4072.05936	Ha
SMILES	C#CCCCc1cnc2ccc(OC#N)c(CC(N)(N)N)c2n1.COP(=O)(OC)OC.COP(=O)(OC)OC.COP(=O)(OC)OC.COP(=O)(OC)OC

Geometry as XYZ:
```
109
Properties=species:S:1:pos:R:3:lowdin_charge:R:1
C -1.12 1.44 1.72 0.09
C -1.62 0.35 1.61 -0.14
C -2.17 -1.06 1.71 -0.19
C -1.23 -2.04 0.91 -0.18
C -1.60 -1.97 -0.63 -0.12
C -0.46 -1.33 -1.46 -0.22
C -0.48 0.11 -1.67 -0.06
N 0.39 0.82 -2.37 0.14
C 1.36 -0.01 -2.87 -0.21
C 2.41 0.61 -3.68 -0.01
C 3.44 -0.09 -4.28 0.00
C 3.50 -1.53 -4.08 -0.17
O 4.56 -2.26 -4.70 0.03
C 5.70 -1.58 -4.62 -0.30
N 6.47 -0.71 -4.70 0.18
C 2.54 -2.19 -3.31 -0.05
C 2.65 -3.73 -3.18 -0.06
C 3.12 -4.22 -1.76 -0.62
N 4.12 -3.33 -1.13 0.09
N 3.74 -5.56 -1.98 0.05
N 1.96 -4.50 -0.90 0.08
C 1.43 -1.42 -2.69 -0.13
N 0.51 -2.12 -1.95 0.19
H -0.73 2.45 1.83 0.03
H -3.16 -1.07 1.20 0.10
H -2.32 -1.39 2.76 0.11
H -0.17 -1.78 1.06 0.10
H -1.41 -3.06 1.29 0.11
H -1.79 -3.01 -0.98 0.12
H -2.51 -1.37 -0.84 0.11
H -1.31 0.67 -1.19 0.11
H 2.39 1.71 -3.82 0.11
H 4.16 0.48 -4.89 0.12
H 3.33 -4.17 -3.93 0.11
H 1.62 -4.14 -3.33 0.12
H 5.02 -3.58 -1.53 0.07
H 4.17 -3.48 -0.12 0.05
H 4.07 -5.94 -1.10 0.07
H 4.48 -5.51 -2.68 0.06
H 1.94 -3.89 -0.08 0.06
H 2.04 -5.46 -0.56 0.07
C 1.53 5.07 -9.69 -0.12
O 1.66 5.19 -8.26 -0.25
P 0.41 4.54 -7.35 0.63
O -0.68 5.42 -7.89 -0.27
O 1.05 5.17 -5.99 -0.29
C 1.39 6.55 -5.95 -0.10
O -0.62 3.56 -6.44 -0.28
C 0.02 2.60 -5.58 -0.13
H 2.52 5.17 -10.13 0.09
H 1.13 4.09 -9.95 0.08
H 0.88 5.85 -10.06 0.09
H 0.77 7.15 -6.61 0.10
H 2.44 6.68 -6.22 0.09
H 1.26 6.90 -4.92 0.09
H 0.47 3.10 -4.72 0.08
H 0.78 2.04 -6.12 0.08
H -0.73 1.90 -5.22 0.09
C -1.80 5.37 -4.90 -0.10
O -2.83 5.90 -4.05 -0.24
P -3.42 7.42 -4.48 0.63
O -2.13 8.17 -4.34 -0.27
O -4.31 7.48 -3.12 -0.27
C -3.69 7.24 -1.86 -0.11
O -4.28 8.71 -5.13 -0.23
C -5.69 8.52 -5.32 -0.13
H -1.76 4.30 -4.75 0.08
H -2.02 5.58 -5.94 0.07
H -0.84 5.80 -4.62 0.08
H -2.63 7.52 -1.88 0.09
H -3.79 6.19 -1.60 0.08
H -4.20 7.84 -1.11 0.09
H -6.21 8.53 -4.36 0.08
H -5.90 7.59 -5.85 0.08
H -6.07 9.35 -5.93 0.09
C 3.12 -2.30 2.96 -0.13
O 2.87 -2.87 4.25 -0.26
P 2.38 -4.50 4.22 0.66
O 1.17 -4.19 3.37 -0.28
O 2.06 -4.43 5.81 -0.27
C 1.30 -3.33 6.33 -0.09
O 2.04 -6.15 4.22 -0.24
C 2.87 -6.99 5.05 -0.13
H 3.74 -1.42 3.10 0.09
H 3.65 -3.02 2.33 0.06
H 2.18 -2.01 2.50 0.08
H 0.62 -2.92 5.59 0.09
H 1.99 -2.56 6.68 0.09
H 0.73 -3.69 7.19 0.09
H 2.62 -6.84 6.10 0.08
H 3.92 -6.79 4.88 0.08
H 2.66 -8.03 4.79 0.09
C -3.93 -0.51 10.61 -0.12
O -4.04 -1.92 10.34 -0.26
P -2.60 -2.79 10.39 0.64
O -1.94 -2.04 9.27 -0.27
O -3.38 -4.11 9.83 -0.27
C -4.20 -3.99 8.67 -0.11
O -1.24 -3.72 10.74 -0.24
C -1.39 -4.78 11.69 -0.13
H -4.92 -0.15 10.89 0.08
H -3.24 -0.33 11.43 0.08
H -3.60 0.01 9.71 0.09
H -3.85 -3.20 8.01 0.09
H -5.23 -3.80 8.97 0.08
H -4.16 -4.94 8.14 0.09
H -1.96 -5.61 11.27 0.08
H -1.87 -4.42 12.60 0.08
H -0.39 -5.15 11.95 0.09
```